Record 1
Density functional theory data (ωB97M-V/def2-TZVPD) for a 2-piece molecular cluster, C2H2ClF3S overall.

Values from the calculation:
Structure (SMILES): FC(F)Cl.FC=S
Max |F|, eV/Å: 0.71
E, eV: -33615.7384

Cartesian coordinates (Å):
C1 1.1769 -1.8210 1.0820
C2 -0.9097 1.4000 -0.8316
F1 1.7998 -2.7275 1.8174
F2 0.2914 1.6904 -0.3195
F3 -0.8044 1.4446 -2.1569
S1 0.7615 -2.0593 -0.4444
Cl1 -2.1039 2.5974 -0.2806
H1 0.9913 -0.9141 1.6542
H2 -1.2030 0.3895 -0.5206

Quick look at the Löwdin charges, all values in e: -0.72 -0.84 -0.02 0.01 0.03 0.74 0.65 0.06 0.09

Record 2
Density functional theory data (ωB97M-V/def2-TZVPD) for C20H37Cl4Cs2F5I2NNaO8PS as an isolated structure at a distorted geometry.

Values from the calculation:
Max |F|, eV/Å: 16.86
Net charge: +1
E, eV: -144692.3002

Cartesian coordinates (Å):
C1 5.8081 1.8951 1.2402
C2 5.5235 0.2774 1.0894
I1 6.6079 -0.7131 -0.5914
C3 4.6015 -0.5103 2.0025
I2 3.5660 0.4263 3.7052
N1 4.4666 -1.9999 1.6229
C4 5.4173 -2.8679 2.1443
S1 5.1236 -4.6468 1.5178
C5 4.1612 -3.9112 0.0398
F1 4.9616 -3.6871 -1.1865
C6 3.3907 -2.5988 0.7332
C7 2.0825 -3.3249 1.4040
C8 1.0954 -2.3309 2.2558
O1 0.4257 -1.2858 1.4124
C9 -0.9548 -1.7556 1.1048
C10 -1.8151 -0.7259 0.1604
F2 -2.1878 -1.3549 -1.1615
F3 -3.1406 -0.4137 0.8151
F4 -1.0905 0.5676 -0.0192
H1 5.6089 2.3558 0.1570
H2 5.0759 2.4531 1.9625
H3 6.9530 2.1504 1.4621
H4 6.3301 -2.6752 2.8511
H5 3.2888 -4.6331 -0.2705
H6 3.1062 -1.6984 0.0406
H7 2.3179 -4.2476 2.0847
H8 1.4309 -3.7446 0.4976
H9 0.1985 -3.0126 2.6496
H10 1.5994 -1.8869 3.2175
H11 -1.6012 -1.9149 2.0937
H12 -0.8503 -2.7797 0.5060
O2 6.5508 -5.9401 -1.9438
H13 6.1480 -5.1035 -1.6667
H14 6.0794 -6.1681 -2.7590
O3 -2.1571 7.3717 -1.1629
P1 -1.5599 6.3195 -0.1966
O4 -3.0432 5.7371 0.2940
C11 -4.0593 5.4390 -0.6511
C12 -3.9432 4.0188 -1.1684
O5 -1.3304 7.3743 1.0719
C13 -1.1796 8.7666 0.8390
C14 -2.5246 9.4684 0.9377
O6 -0.8925 5.1439 0.8830
C15 -1.0213 3.7585 0.6512
C16 -0.3047 3.3128 -0.6031
H15 -4.0650 6.1423 -1.4876
H16 -5.0193 5.5516 -0.1372
H17 -2.9869 3.8613 -1.6729
H18 -4.7460 3.8041 -1.8808
H19 -4.0133 3.2960 -0.3497
H20 -0.6935 8.9517 -0.1244
H21 -0.5104 9.1605 1.6096
H22 -3.2893 8.9890 0.3185
H23 -2.4350 10.5150 0.6328
H24 -2.8944 9.4377 1.9670
H25 -2.0696 3.4694 0.6474
H26 -0.5746 3.2492 1.5157
H27 -0.6267 3.8870 -1.4749
H28 -0.4898 2.2505 -0.7898
H29 0.7743 3.4630 -0.4997
F5 0.7807 2.3859 1.4093
Na1 0.1807 7.5006 2.6241
Cl1 0.7807 1.0071 -0.6324
C17 -4.0846 -3.9121 -2.2221
C18 -3.7571 -5.3767 -2.1050
O7 -4.4363 -6.1292 -1.4083
C19 -2.5665 -5.8850 -2.8730
H30 -4.9678 -3.6880 -1.6144
H31 -3.2468 -3.3136 -1.8555
H32 -4.3039 -3.6626 -3.2633
H33 -1.6611 -5.3744 -2.5355
H34 -2.7181 -5.7235 -3.9432
H35 -2.4506 -6.9592 -2.6937
Cs1 5.2807 -7.1312 -1.0870
O8 2.0186 5.4108 -0.8774
H36 1.3429 5.1782 -0.2669
Cs2 2.2807 -4.2187 -3.0274
C20 -4.5873 -9.3004 -0.4234
Cl2 -5.3901 -10.0483 -1.8147
Cl3 -5.6985 -9.1937 0.9526
Cl4 -3.1338 -10.2117 0.0200
H37 -4.2868 -8.2874 -0.7028

Quick look at the Löwdin charges, all values in e: -0.18 -0.60 0.78 -0.64 0.83 -0.26 -0.36 0.80 -0.54 -0.27 -0.22 -0.12 -0.17 -0.23 -0.07 -0.16 -0.03 -0.01 -0.27 0.10 0.06 0.10 0.11 0.04 0.18 0.13 0.11 0.13 0.09 0.16 0.14 -0.69 -0.01 -0.03 -0.26 0.79 -0.23 -0.30 -0.08 -0.32 -0.30 -0.05 -0.21 -0.30 -0.21 0.10 0.12 0.07 0.08 0.07 0.13 0.09 0.08 0.09 0.08 0.09 0.09 0.09 -0.08 0.03 -0.52 0.79 0.51 -0.01 -0.47 0.05 -0.02 0.10 0.06 0.10 0.07 0.09 0.09 1.41 -0.37 -0.20 0.82 -1.55 0.52 0.52 0.50 -0.03

Record 3
Density functional theory data (ωB97M-V/def2-TZVPD) for CH3IOS2 as an isolated structure at a distorted geometry.

Values from the calculation:
Max |F|, eV/Å: 4.91
E, eV: -32901.0449

Cartesian coordinates (Å):
C1 -0.1085 0.9199 -1.5112
O1 -1.3496 -1.3484 -2.6422
S1 -1.0392 -1.3781 0.2390
S2 -0.5984 -0.8926 -1.4834
I1 1.7000 1.0971 -0.5284
H1 -0.1318 1.3549 -2.4972
H2 -0.8110 1.4829 -0.8208
H3 1.0387 -1.6084 -1.8983

Quick look at the Löwdin charges, all values in e: -0.89 -0.49 0.28 0.10 0.83 0.02 0.03 0.12

Record 4
Density functional theory data (ωB97M-V/def2-TZVPD) for C7H13NO2S as an isolated structure at a distorted geometry.

Values from the calculation:
Max |F|, eV/Å: 5.67
E, eV: -23886.8370

Cartesian coordinates (Å):
C1 1.7081 -1.9581 1.4803
C2 1.3191 -1.2601 -0.9029
C3 1.0635 -0.2590 0.1620
C4 0.1959 -1.5463 -1.8879
C5 1.6316 1.0874 -0.2285
C6 -2.1438 1.4790 1.5378
C7 -0.8298 0.0380 0.5080
N1 1.4362 -0.7195 1.4515
O1 -1.1951 -1.1386 1.2124
O2 -0.7936 1.1437 1.3192
S1 1.6680 -2.9126 -0.0085
H1 1.9827 -2.6402 2.3117
H2 2.2023 -1.1509 -1.5880
H3 0.2027 -2.5533 -2.1267
H4 0.3372 -0.9242 -2.7778
H5 -0.6579 -1.2637 -1.4571
H6 1.2030 1.9474 0.1002
H7 1.7720 1.2532 -1.3308
H8 2.6257 1.1878 0.0449
H9 -2.8423 0.9072 0.8691
H10 -2.1509 2.5558 1.3273
H11 -2.5208 1.3600 2.5566
H12 -1.3474 0.4424 -0.3654
H13 -0.4715 -1.5511 1.6835

Quick look at the Löwdin charges, all values in e: -0.48 -0.49 -0.41 -0.10 -0.02 -0.10 -0.29 0.03 0.01 -0.14 0.92 0.08 0.12 0.04 0.10 0.01 0.04 0.11 0.06 0.11 0.09 0.09 0.15 0.06

Record 5
Density functional theory data (ωB97M-V/def2-TZVPD) for C30H45BrO2P2W as an isolated structure at a distorted geometry.

Values from the calculation:
Spin multiplicity: 3
Max |F|, eV/Å: 6.54
Expectation value of S²: 2.02
Net charge: +2
E, eV: -126362.1275

Cartesian coordinates (Å):
W1 0.2763 0.5573 1.4335
C1 1.4606 2.0102 2.5037
C2 0.0741 2.0819 2.9140
C3 0.8762 -0.0445 3.4382
C4 1.9469 0.6915 2.8318
C5 -0.2808 0.8108 3.5072
C6 2.3133 3.0878 1.9394
H1 1.7378 3.8410 1.3983
H2 3.0765 2.6761 1.2709
H3 2.8504 3.5958 2.7511
C7 3.3247 0.1673 2.6581
H4 3.9925 0.9521 2.2853
H5 3.3185 -0.6831 1.9570
H6 3.7166 -0.1967 3.6193
C8 0.9918 -1.4331 3.9407
H7 1.6341 -1.4850 4.8302
H8 1.4445 -2.0751 3.1757
H9 0.0069 -1.8293 4.2077
C9 -1.5597 0.4319 4.1609
H10 -1.4598 0.5522 5.2489
H11 -1.7999 -0.6217 3.9838
H12 -2.3966 1.0514 3.8271
C10 -0.8056 3.2780 2.8549
H13 -0.7408 3.8409 3.7976
H14 -1.8587 3.0021 2.7157
H15 -0.5185 3.9600 2.0449
C11 -0.7071 1.4066 -4.2060
C12 -0.8224 2.7198 -3.9426
C13 -2.0797 3.5199 -4.0666
C14 -3.3905 2.7535 -3.7406
C15 -3.3258 1.7744 -2.6101
C16 -3.1523 0.4547 -2.8059
C17 -2.7871 -0.1538 -4.1292
C18 -1.7609 0.6465 -4.9677
H16 -2.1976 3.9182 -5.0875
H17 -3.7541 2.2599 -4.6570
H18 -1.9961 4.3915 -3.3999
H19 -2.3059 1.3297 -5.6415
H20 0.2492 0.8806 -4.0834
H21 0.0671 3.3406 -3.7780
H22 -1.2578 -0.0783 -5.6247
H23 -2.3932 -1.1641 -3.9445
H24 -3.3565 -0.2963 -2.0349
H25 -3.6800 -0.2749 -4.7595
H26 -4.1404 3.5184 -3.4869
H27 -3.5770 2.2079 -1.6396
P1 0.9534 1.0418 -0.7497
C19 2.3340 0.4341 -1.6899
C20 0.4914 2.7629 -1.0338
P2 -1.6574 -0.3590 0.4446
C21 -0.5960 0.0205 -1.0962
C22 -3.0782 0.7532 0.5094
C23 -2.2016 -2.0596 0.4636
H28 2.7092 -0.4754 -1.1831
H29 3.1355 1.1875 -1.6999
H30 2.0455 0.1893 -2.7219
H31 -0.0386 2.7804 -1.9847
H32 1.3786 3.4063 -1.0969
H33 -0.1771 3.1806 -0.2685
H34 -3.0266 -2.2215 -0.2478
H35 -2.5434 -2.3068 1.4817
H36 -1.3618 -2.7282 0.2217
H37 -0.2984 -0.9427 -1.5426
H38 -1.2100 0.5857 -1.8124
H39 -3.7171 0.4784 1.3603
H40 -3.6653 0.6944 -0.4108
H41 -2.7520 1.7907 0.6565
Br1 0.1052 -4.4382 2.2486
C24 1.7121 -5.0303 1.4434
C25 2.1778 -6.3144 1.7494
C26 3.4313 -6.7419 1.3024
C27 4.1986 -5.8842 0.5053
C28 3.7132 -4.6161 0.1569
C29 2.4431 -4.1873 0.5935
C30 1.9083 -2.8358 0.1469
O1 2.6748 -1.8500 0.3886
O2 0.8053 -2.8397 -0.4441
H42 1.5607 -6.9755 2.3547
H43 3.7992 -7.7334 1.5790
H44 5.1908 -6.1935 0.1550
H45 4.3027 -3.9465 -0.4685

Quick look at the Löwdin charges, all values in e: 1.38 -0.33 -0.33 -0.31 -0.30 -0.32 -0.01 0.08 0.09 0.12 0.02 0.10 0.07 0.12 -0.01 0.13 0.06 0.08 0.00 0.12 0.09 0.09 0.00 0.12 0.08 0.09 -0.11 -0.15 -0.16 -0.17 -0.10 -0.15 -0.17 -0.17 0.13 0.11 0.12 0.12 0.10 0.11 0.13 0.12 0.09 0.13 0.13 0.09 0.80 -0.19 -0.21 0.79 -0.38 -0.22 -0.22 0.04 0.08 0.07 0.00 0.08 0.05 0.08 0.07 0.02 0.08 0.02 0.08 0.02 0.05 0.83 -0.59 -0.12 -0.06 -0.06 -0.01 -0.18 -0.65 -0.08 -0.05 0.10 0.12 0.12 0.12

Record 6
Density functional theory data (ωB97M-V/def2-TZVPD) for a 2-piece molecular cluster, C23H26NO2 overall at a distorted geometry.

Values from the calculation:
Max |F|, eV/Å: 1.75
Net charge: +1
E, eV: -29850.0248

Cartesian coordinates (Å):
C1 -3.0598 6.5022 0.5749
O1 -2.6003 6.0200 -0.7172
C2 -1.7742 4.9436 -0.7153
C3 -1.2872 4.4714 -1.9610
C4 -0.4133 3.4169 -2.0002
C5 0.0275 2.7525 -0.8074
C6 1.0086 1.7369 -0.9128
C7 1.7334 1.0841 0.1228
C8 2.5287 -0.0521 -0.2194
C9 3.2063 -0.7797 0.7337
C10 3.0597 -0.4368 2.0842
O2 3.6584 -1.2448 3.0513
C11 2.8626 -2.2067 3.6971
C12 3.0378 -3.5384 3.3172
C13 2.1892 -4.5048 3.8541
C14 1.2222 -4.1406 4.7965
C15 1.0981 -2.8078 5.2049
C16 1.9306 -1.8238 4.6622
C17 2.3557 0.7090 2.4623
C18 1.7571 1.4881 1.4879
C19 -0.5933 3.1545 0.4095
C20 -1.3985 4.2718 0.4725
H1 -3.7264 7.3231 0.3121
H2 -3.6067 5.7222 1.1286
H3 -2.2166 6.8644 1.1846
H4 -1.6292 4.9823 -2.8584
H5 -0.0385 3.0683 -2.9615
H6 1.1938 1.3713 -1.9237
H7 2.5983 -0.3541 -1.2645
H8 3.8385 -1.6291 0.4824
H9 3.8128 -3.7735 2.5915
H10 2.3023 -5.5406 3.5321
H11 0.5669 -4.9014 5.2203
H12 0.3575 -2.5187 5.9503
H13 1.8743 -0.7799 4.9650
H14 2.3061 0.9784 3.5148
H15 1.3154 2.4290 1.7945
H16 -0.4646 2.5830 1.3223
H17 -1.7598 4.6277 1.4380
C21 4.1616 5.0164 -6.1505
C22 4.7488 4.3307 -4.9229
C23 3.6699 3.7699 -3.9903
N1 4.2383 3.0864 -2.8331
H18 4.9631 5.4092 -6.7804
H19 3.5716 4.3147 -6.7499
H20 3.5150 5.8525 -5.8622
H21 5.3982 3.5044 -5.2368
H22 5.3648 5.0480 -4.3643
H23 2.9932 4.5932 -3.6883
H24 3.0867 3.0188 -4.5420
H25 4.8632 3.7120 -2.3308
H26 3.5138 2.7570 -2.1997

Quick look at the Löwdin charges, all values in e: -0.03 -0.04 -0.21 0.03 0.01 -0.19 0.10 -0.19 0.02 0.04 -0.19 0.01 -0.25 0.00 -0.07 -0.08 -0.07 -0.01 0.04 0.01 0.01 0.02 0.10 0.10 0.11 0.14 0.13 0.13 0.13 0.14 0.12 0.11 0.11 0.11 0.11 0.13 0.11 0.11 0.12 -0.12 -0.27 -0.33 -0.02 0.07 0.07 0.07 0.11 0.11 0.11 0.11 0.07 0.03

Record 7
Density functional theory data (ωB97M-V/def2-TZVPD) for a 8-piece molecular cluster, C7H28ClN14O11 overall at a distorted geometry.

Values from the calculation:
Max |F|, eV/Å: 2.89
Net charge: -1
E, eV: -63621.7980

Cartesian coordinates (Å):
Cl1 -25.8853 -1.7302 15.4108
O1 -26.4484 -0.9761 16.4975
O2 -24.5348 -2.0360 15.7499
O3 -26.7181 -2.8838 15.1717
O4 -25.9490 -0.9177 14.2201
C1 -20.8704 -0.3769 13.9905
O5 -20.0828 0.5287 13.6940
N1 -22.2186 -0.2277 14.0992
N2 -20.4189 -1.5531 14.4703
H1 -22.5997 0.6436 13.7645
H2 -22.7204 -0.9805 14.5323
H3 -21.1025 -2.2914 14.4766
H4 -19.4795 -1.7328 14.7625
C2 -28.8115 -3.7921 10.9420
O6 -28.7195 -4.1404 9.7571
N3 -29.6538 -2.7984 11.3876
N4 -27.9574 -4.2609 11.8525
H5 -30.0876 -2.3024 10.6279
H6 -29.4297 -2.2879 12.2240
H7 -27.9656 -3.7739 12.7350
H8 -27.2271 -4.8761 11.5476
C3 -22.3240 -4.6918 17.7266
O7 -21.5614 -5.6033 18.0542
N5 -23.0897 -4.7733 16.6004
N6 -22.4457 -3.5279 18.3981
H9 -22.6526 -5.3950 15.9415
H10 -23.5198 -3.8834 16.4032
H11 -21.7743 -3.3480 19.1240
H12 -22.8397 -2.7369 17.9160
C4 -24.1783 1.5307 17.9358
O8 -23.0251 1.6983 18.3399
N7 -24.6511 1.9595 16.7594
N8 -25.0562 0.7509 18.6579
H13 -25.6310 1.9925 16.5555
H14 -23.9963 2.4240 16.1423
H15 -24.6308 0.5170 19.5389
H16 -25.4717 0.0838 18.0255
C5 -24.6095 2.9542 13.4245
O9 -23.4999 2.7042 13.9182
N9 -24.7111 3.8833 12.4654
N10 -25.7622 2.4496 13.9093
H17 -23.9618 4.5511 12.5667
H18 -25.6378 4.1641 12.1938
H19 -26.6964 2.7648 13.7387
H20 -25.5802 1.7118 14.5737
C6 -24.9329 0.9760 10.2267
O10 -23.8014 1.2952 10.5902
N11 -25.7540 0.2112 10.9743
N12 -25.2994 1.1874 8.9363
H21 -26.6457 0.0286 10.5494
H22 -25.5165 -0.0755 11.9088
H23 -26.1666 0.9344 8.4996
H24 -24.6965 1.8439 8.4716
C7 -30.6441 -0.3032 18.3406
O11 -31.5170 -1.1639 18.5360
N13 -29.3579 -0.5696 18.5508
N14 -30.8949 0.9587 17.9397
H25 -28.6396 0.0462 18.2147
H26 -29.1578 -1.4376 19.0147
H27 -30.1893 1.6703 17.8942
H28 -31.8379 1.2986 17.8830

Quick look at the Löwdin charges, all values in e: 0.64 -0.39 -0.36 -0.35 -0.38 -0.69 -0.01 0.18 0.14 0.08 0.06 0.09 0.10 -0.69 -0.01 0.14 0.17 0.09 0.09 0.09 0.11 -0.70 -0.01 0.16 0.16 0.11 0.05 0.11 0.09 -0.69 0.01 0.17 0.13 0.09 0.09 0.09 0.04 -0.69 0.01 0.16 0.17 0.12 0.09 0.10 0.07 -0.70 0.01 0.17 0.14 0.09 0.08 0.09 0.10 -0.71 -0.01 0.17 0.14 0.09 0.12 0.09 0.10

Record 8
Density functional theory data (ωB97M-V/def2-TZVPD) for C22H25BrMnN3O3Se2Te as an isolated structure at a distorted geometry.

Values from the calculation:
Spin multiplicity: 5
Max |F|, eV/Å: 1.63
Expectation value of S²: 6.40
E, eV: -273180.0614

Cartesian coordinates (Å):
Mn1 -1.6317 -0.1978 0.5140
O1 -2.5744 3.5534 4.5494
C1 -3.4342 2.4416 4.3302
C2 -2.8573 1.5690 3.2032
C3 -2.5560 2.5495 2.0563
O2 -2.3950 1.9052 0.7819
C4 -1.5951 0.8970 3.7619
Se1 -0.3000 0.1850 2.4818
C5 -3.9503 0.5451 2.8816
Se2 -3.5670 -0.9319 1.6371
H1 -2.9024 4.0591 5.2975
H2 -4.4363 2.7817 4.0452
H3 -3.5207 1.8320 5.2363
H4 -1.6505 3.0984 2.3119
H5 -3.3828 3.2594 1.9669
H6 -1.8416 2.4588 0.2180
H7 -1.8854 0.0662 4.4046
H8 -1.0387 1.6293 4.3456
H9 -4.8243 1.0554 2.4753
H10 -4.2395 0.0517 3.8097
Br1 7.5559 3.0948 -0.8221
C6 6.7112 1.4748 -1.3100
C7 5.6501 1.0010 -0.5478
C8 5.0220 -0.1751 -0.9110
C9 5.4552 -0.8891 -2.0272
C10 6.5403 -0.4217 -2.7501
C11 7.1613 0.7735 -2.4109
N1 4.9317 -2.1696 -2.4407
N2 3.7987 -2.5809 -2.1592
C12 2.6749 -1.7244 -1.9458
C13 2.5478 -0.4466 -2.4239
C14 1.4446 0.3655 -2.1227
C15 0.4257 -0.0961 -1.3132
O3 -0.6069 0.6234 -0.9401
C16 0.5286 -1.4599 -0.8421
N3 -0.4628 -1.8808 -0.0012
C17 -0.4264 -3.0978 0.4746
C18 0.5982 -4.0076 0.1412
C19 1.6118 -3.6037 -0.6736
C20 1.6093 -2.2809 -1.1917
H11 5.3202 1.5485 0.3240
H12 4.2053 -0.5474 -0.3075
H13 6.8794 -0.9971 -3.6024
H14 7.9889 1.1497 -2.9958
H15 3.3370 -0.0506 -3.0503
H16 1.3954 1.3812 -2.4915
H17 -1.2256 -3.3704 1.1552
H18 0.5728 -5.0080 0.5504
H19 2.4297 -4.2635 -0.9289
C21 -4.5294 -1.9253 -3.1641
Te1 -2.8847 -0.8469 -2.3489
C22 -4.1632 0.7827 -1.8834
H20 -5.2289 -2.2124 -2.3824
H21 -4.1525 -2.8158 -3.6623
H22 -5.0219 -1.2847 -3.8919
H23 -4.6325 1.1301 -2.8007
H24 -3.5725 1.5815 -1.4447
H25 -4.9056 0.4416 -1.1656

Quick look at the Löwdin charges, all values in e: 0.20 -0.05 -0.22 -0.57 -0.17 -0.18 -0.52 0.73 -0.50 0.66 0.10 0.13 0.13 0.13 0.14 0.10 0.07 0.06 0.07 0.06 0.74 -0.70 -0.11 -0.04 -0.27 -0.03 -0.12 0.07 0.07 -0.24 -0.03 0.02 -0.38 -0.28 -0.16 -0.03 -0.11 -0.03 0.02 -0.09 0.10 0.12 0.11 0.10 0.12 0.12 0.11 0.11 0.11 -0.46 1.26 -0.44 0.00 -0.01 0.00 0.00 -0.02 0.00

Energy relative to the best compared isomer or geometry (same formula, charge and spin), respectively: 34.0; 1354.0; 267.7; 355.7; 0.0; 270.8; 142.7; 83.7 kJ/mol.